(1)
The following is a DFT calculation (ωB97M-V/def2-TZVPD) of a 3-piece molecular cluster, C17H23F2NO2P overall.

Structure (ORCA input):
```
! RIJCOSX wB97M-V def2-TZVPD def2/J DEFGRID3
* xyz 1 1
P 3.2693 3.4451 -3.3611
F -0.3399 -4.1594 4.3838
F -2.7850 2.5823 3.0417
O 0.4053 0.5446 -2.3949
O 0.8552 2.6826 -2.5959
N 4.0599 4.2585 -4.5622
C -1.8434 0.4616 3.4107
C 3.5497 1.0763 -1.9405
C -2.6200 -3.6798 4.6649
C 0.4312 1.4688 -3.1339
C -1.0257 -0.5642 2.9580
C -4.2500 -5.3214 3.9973
C -1.3618 1.7100 1.3932
C -0.3784 -0.4621 1.7341
C -3.9431 -4.0744 4.5240
C 1.4571 3.6970 -3.3533
C -1.9003 -5.7960 3.7340
C -0.5476 0.6743 0.9548
C -1.9932 1.5786 2.6137
C -1.6291 -4.5505 4.2619
C 3.6583 1.7045 -3.3501
C -3.2289 -6.1771 3.6066
C -0.0466 1.4597 -4.5595
H -2.3582 0.4075 4.3602
H 1.2674 4.6469 -2.8488
H 3.7663 3.9955 -2.1818
H -0.1601 0.4236 -4.8607
H -3.4649 -7.1514 3.1989
H -0.0457 0.7575 0.0000
H 3.6839 4.1433 -5.4987
H -2.3540 -2.7181 5.0819
H 0.6100 1.9669 -5.2657
H -1.0875 -6.4442 3.4369
H -0.8936 -1.4509 3.5643
H 2.7734 0.3173 -1.9207
H 2.9989 1.1903 -4.0560
H 1.0974 3.7882 -4.3820
H 3.2974 1.7990 -1.1617
H -1.5150 2.6070 0.8082
H 4.2122 5.2464 -4.3824
H 4.4972 0.6161 -1.6714
H -4.7349 -3.4035 4.8303
H -1.0234 1.9484 -4.5995
H -5.2823 -5.6269 3.8935
H 0.2536 -1.2695 1.3891
H 4.6693 1.6519 -3.7614
*
```

LUMO energy: -3.4 eV
orbital gap: 7.14 eV
largest force on an atom: 0.54 eV/A
HOMO: -10.6 eV
E_tot: -1407.65659 Ha

Mulliken population analysis, charges in e, atoms 1 to 8: 0.26 -0.33 -0.32 -0.45 -0.31 -0.54 -0.71 -1.07


(2)
The following is a DFT calculation (ωB97M-V/def2-TZVPD) of one molecule with the formula C3H6N2O.

Structure (ORCA input):
```
! RIJCOSX wB97M-V def2-TZVPD def2/J DEFGRID3
* xyz 0 1
O -1.3652 0.6601 1.7928
N 1.5256 0.3704 -0.5753
N -0.8277 -0.5408 1.3382
C 0.2074 0.9438 -0.3811
C -0.3495 -0.3501 0.1632
C 0.2412 -1.3738 -0.6239
H 0.4099 -1.2494 -1.6775
H -0.3179 1.2905 -1.2796
H 1.7641 0.4506 -1.5716
H -1.4726 0.5210 2.7400
H 0.0386 -2.4195 -0.3359
H 0.1460 1.6969 0.4106
*
```

LUMO energy (spin up / spin down): -0.1 / -0.4 eV
orbital gap (spin up / spin down): 8.36 / 8.57 eV
largest force on an atom: 0.97 eV/A
HOMO (spin up / spin down): -8.5 / -9.0 eV
E_tot: -302.46887 Ha

Mulliken population analysis, charges in e, atoms 1 to 8: -0.36 -0.63 -0.59 -0.30 0.75 -0.66 0.26 0.25


(3)
The following is a DFT calculation (ωB97M-V/def2-TZVPD) of C37H38N5O2SeTeTl as an isolated structure.

Structure (ORCA input):
```
! RIJCOSX wB97M-V def2-TZVPD def2/J DEFGRID3
* xyz 0 1
Tl -0.9500 0.2708 -0.5204
Te -2.8699 -2.8308 -1.7783
Se -4.0946 2.6271 2.6807
O -0.3573 0.4736 2.1107
O -0.0660 -2.0851 0.2777
N -1.3379 -1.0874 4.4583
N -3.3827 0.4515 0.7992
N 0.5219 2.4026 0.1921
N 1.9558 -0.1816 -0.6716
N -1.7217 -3.2684 1.8185
C -6.1901 0.2065 -3.6758
C -0.4413 1.1913 4.3717
C -3.6771 1.3329 1.5119
C -3.0827 -3.2794 2.3471
C -0.2980 1.4058 2.9339
C 0.1307 3.7530 3.5089
C 2.5594 0.7390 -1.6244
C -5.5011 -3.7154 -0.4227
C 4.1796 -4.3268 3.2643
C -3.2872 -2.2429 3.4746
C -4.8497 -1.7872 -3.8496
C 1.2212 2.8837 -0.9908
C -0.2546 2.2619 5.2972
C 3.0216 -3.7247 2.5034
C -6.3404 -4.5962 0.2518
C 1.7246 -4.0568 2.7526
C -4.6868 -6.3280 0.0769
C -4.2514 -4.1448 -0.8610
C 0.0879 4.6898 5.8726
C -4.2976 -1.5176 -2.5987
C 2.2682 -2.1216 0.7811
C 2.6879 -1.0900 -0.1903
C -0.0381 3.5411 4.9025
C -0.6743 -0.0624 4.9447
C -5.9365 -5.9012 0.5071
C -0.6725 -3.7775 2.3969
C -3.8497 -5.4566 -0.6107
C 3.2518 -2.7458 1.5014
C 2.5788 2.1842 -1.1311
C -4.6764 -0.3784 -1.8915
C 0.8902 -2.5179 0.9773
C 0.6528 -3.4778 2.0267
C -5.6276 0.4800 -2.4359
C -5.7999 -0.9251 -4.3837
C -2.3597 -1.0256 3.4014
C 0.0477 2.7778 2.5588
C 0.4805 3.1567 1.2082
H -6.2331 -1.1364 -5.3536
H 3.5857 0.4381 -1.8716
H -4.3249 -1.9122 3.4416
H -5.9232 1.3638 -1.8839
H -3.1617 -2.7371 4.4450
H 1.3871 3.9666 -0.9460
H 1.4925 -4.7894 3.5237
H 0.6085 2.6752 -1.8733
H -0.8482 -4.4358 3.2465
H -4.5479 -2.6706 -4.3983
H -3.3237 -4.2794 2.7064
H -2.8811 -5.8041 -0.9582
H -7.3124 -4.2528 0.5857
H 0.8726 4.1808 1.1341
H 0.3908 4.7563 3.1758
H 3.0837 2.2209 -0.1619
H -1.8839 -0.9230 2.4387
H 3.7516 -1.1399 -0.4664
H -1.4801 -2.6504 1.0290
H 1.9741 0.6892 -2.5476
H -5.8237 -2.6951 -0.6007
H 4.6344 -3.5974 3.9398
H 4.9628 -4.6740 2.5860
H -0.3411 2.0391 6.3588
H -1.3065 -1.9333 5.0020
H 4.2831 -2.4606 1.3004
H 3.1859 2.7574 -1.8356
H -0.2827 4.4103 6.8594
H -2.9029 -0.0950 3.5565
H -0.2934 -0.2270 5.9512
H -0.4900 5.5523 5.5328
H -6.5932 -6.5832 1.0336
H -4.2269 -0.1538 -0.9288
H -4.3674 -7.3472 0.2612
H 1.1269 5.0144 5.9832
H -6.9299 0.8785 -4.0956
H 3.8554 -5.1785 3.8640
H -3.7383 -3.0638 1.5082
*
```

LUMO energy: -0.5 eV
orbital gap: 6.26 eV
largest force on an atom: 0.47 eV/A
HOMO: -6.7 eV
E_tot: -4698.89117 Ha

Mulliken population analysis, charges in e, atoms 1 to 8: 0.80 0.43 -0.33 -0.16 -0.44 0.15 -0.63 0.05


(4)
The following is a DFT calculation (ωB97M-V/def2-TZVPD) of C32H51N2O2P2Sn as an isolated structure in a non-equilibrium geometry.

Structure (ORCA input):
```
! RIJCOSX wB97M-V def2-TZVPD def2/J DEFGRID3
* xyz 3 1
Sn -0.0524 -0.1092 0.9487
P -0.2273 -2.6950 0.8904
P 1.2900 2.4266 0.1612
O -1.7330 0.2621 3.1841
O 2.4780 0.3643 3.7351
N 1.4390 -0.6599 -0.7758
N -2.7499 -0.0033 -0.3658
C -1.2273 -5.0806 -0.2974
C -1.9785 1.1103 -4.9617
C 0.3257 -4.9382 2.5351
C 2.8029 3.7803 2.1067
C -3.2203 1.1727 -5.6043
C -1.1260 -3.0055 -1.7289
C -0.1633 3.6899 -0.1056
C -0.1302 -3.4737 2.6092
C 1.8467 0.6188 2.8150
C -2.8504 -3.2049 0.0826
C -3.0000 0.1460 -1.5113
C -4.3926 0.8620 -4.9072
C 1.7517 1.7089 -1.3923
C -1.4072 -3.5540 -0.3170
C -1.5134 -3.3538 3.2740
C 3.1943 -1.4008 -2.8218
C 2.9437 3.2472 0.6657
C 0.8796 -2.6660 3.4451
C 1.8807 -1.9269 -0.8752
C -1.4331 1.0968 4.3152
C 1.4408 -2.9624 0.1673
C 4.0036 2.1321 0.6383
C -1.4124 3.0709 0.5539
C -0.4097 3.9240 -1.5961
C 0.1360 5.0267 0.5871
C 3.3128 4.3574 -0.3380
C -3.0940 0.4466 -2.9033
C 2.7317 -0.1000 -2.7406
C 1.9343 0.3200 -1.6339
C -1.9131 0.7471 -3.6100
C -4.3401 0.5044 -3.5559
C 2.8107 -2.3178 -1.8379
H -2.2515 3.7832 0.5019
H 2.4871 2.9867 2.8008
H -5.2490 0.2733 -2.9955
H 2.0831 4.6038 2.1743
H 2.1791 -2.9625 0.9884
H -2.3150 1.6710 4.6397
H -1.6503 -5.5331 0.6093
H -0.9480 0.7175 -3.0927
H -1.2342 2.8419 1.6159
H 3.8514 -1.7119 -3.6319
H 1.0471 5.4998 0.1999
H 4.3766 4.2779 -0.6087
H 1.8905 -2.6849 3.0176
H -3.2761 1.4689 -6.6551
H -1.1984 -1.9094 -1.7586
H 0.2137 4.9131 1.6766
H -2.6907 0.3350 3.0028
H 3.1758 5.3591 0.0902
H 1.2411 -5.0600 1.9401
H 4.1619 1.7735 -0.3895
H -0.7002 5.7177 0.3917
H -1.0656 1.3574 -5.5082
H -3.5317 -3.6126 -0.6801
H -3.0041 -2.1203 0.1287
H 0.4802 4.3165 -2.1047
H 2.7459 4.3004 -1.2771
H -1.4390 -3.7101 4.3136
H -5.3670 0.9047 -5.4084
H 0.9339 -3.1182 4.4483
H 3.0362 0.6610 -3.4601
H -0.4470 -5.6028 2.1329
H -1.7343 2.1446 0.0572
H 1.4788 -3.9779 -0.2674
H -3.1341 -3.6344 1.0512
H -1.0834 0.4585 5.1378
H 2.0627 2.3650 -2.2115
H -1.7817 -5.5042 -1.1491
H 3.7822 4.1594 2.4426
H -1.2039 4.6810 -1.7007
H -0.7390 3.0112 -2.1095
H 0.5461 -5.2842 3.5562
H 4.9548 2.5430 1.0123
H -1.8836 -3.4063 -2.4204
H 3.7136 1.2829 1.2762
H 3.1774 -3.3414 -1.8062
H -2.2768 -3.9632 2.7720
H 0.5611 -1.6217 3.5677
H -0.6324 1.8041 4.0530
H -0.1809 -5.3976 -0.4013
H -0.1371 -3.3114 -2.0996
H -1.8532 -2.3064 3.3029
*
```

LUMO energy (spin up / spin down): -11.5 / -10.5 eV
orbital gap (spin up / spin down): 5.23 / 6.17 eV
largest force on an atom: 3.79 eV/A
HOMO (spin up / spin down): -16.7 / -16.7 eV
E_tot: -2405.93068 Ha

Mulliken population analysis, charges in e, atoms 1 to 8: 1.95 0.68 -0.05 -0.17 -0.17 0.62 -0.77 -1.65


(5)
The following is a DFT calculation (ωB97M-V/def2-TZVPD) of a 11-piece molecular cluster, C4H29NO12S overall in a non-equilibrium geometry.

Structure (ORCA input):
```
! RIJCOSX wB97M-V def2-TZVPD def2/J DEFGRID3
* xyz 0 1
S -1.1625 -2.6990 3.1531
O -2.4384 1.1492 2.8560
O 2.5416 -0.6968 -1.2037
O -1.0797 -3.2567 -3.0028
O 2.8969 1.6011 0.1498
O 0.8951 -1.5064 -2.4348
O -2.4840 0.4677 -0.9263
O 1.0377 3.2484 -0.9694
O -0.7320 3.0285 3.5036
O 1.3017 3.4355 1.7485
O -0.8780 2.0715 -2.3090
O -2.4167 -2.2456 -0.8387
O 0.4534 0.5593 -4.2061
N 0.4621 -1.0141 -0.2636
C 0.0654 -3.1281 1.8715
C 1.2762 -1.0886 -1.3379
C 1.2420 -2.1533 1.7925
C 0.9084 -0.8264 1.1064
H -0.6813 -4.1326 -3.0086
H 0.3042 2.7351 -1.4617
H 0.7832 -0.1658 -3.6322
H 0.0335 3.1337 2.8770
H 1.1239 4.0255 -1.5343
H -1.7599 1.8347 3.0617
H -0.4254 -3.2168 0.9060
H 2.0554 -2.6527 1.2295
H -0.1731 0.1189 -4.8106
H -0.4737 -1.3785 -0.3729
H -1.0185 3.9222 3.7161
H -3.0885 -2.8134 -0.4499
H 1.9498 2.7215 1.7186
H -3.2573 1.4907 3.2179
H -1.4705 1.4581 -1.8088
H 0.1127 -0.3194 1.6552
H -2.0637 -2.6663 -1.6600
H 1.0388 3.4577 0.7855
H -1.6038 -1.5076 2.6875
H 2.7005 0.0979 -0.6243
H -0.4007 1.5597 -3.0025
H -2.4883 0.6022 0.0404
H 3.7875 1.9417 -0.0558
H 1.7664 -0.1717 1.1827
H 2.2588 2.1586 -0.3742
H 0.4268 -4.1269 2.1354
H -2.5876 -0.4974 -1.0398
H -0.3918 -2.5697 -2.8589
H 1.6538 -1.9860 2.7919
*
```

LUMO energy: 0.3 eV
orbital gap: 9.28 eV
largest force on an atom: 1.02 eV/A
HOMO: -9.0 eV
SMILES: O=C(O)NCCCS.O.O.O.O.O.O.O.O.O.O
E_tot: -1525.74098 Ha

Mulliken population analysis, charges in e, atoms 1 to 8: -0.18 -0.62 -0.48 -0.75 -0.79 -0.91 -0.77 -0.76